A 12-piece molecular cluster, C38H90O24P2S7 overall. Source: the Open Molecules 2025 dataset; level of theory: the ωB97M-V functional and the def2-TZVPD basis.

XYZ file:
```
161
Properties=species:S:1:pos:R:3:forces:R:3
C -3.329618 -3.458985 -3.572557 1.4 0.5 0.2
S -1.723128 -4.306775 -3.096737 -0.5 -1.4 -1.6
O -1.455498 -5.231565 -4.312087 0.0 1.6 1.8
C -0.523728 -2.917565 -3.119567 -0.6 -0.1 -0.4
H -4.079028 -4.188775 -3.878977 0.4 -0.2 0.2
H -3.072168 -2.805065 -4.405747 -0.2 0.0 -0.1
H -3.697378 -2.849895 -2.746817 0.1 -0.1 -0.1
H 0.397362 -3.134595 -2.578657 -0.2 -0.5 0.0
H -0.978008 -2.070205 -2.606017 -0.1 0.1 -0.2
H -0.308948 -2.679375 -4.161307 -0.1 0.1 0.0
C -5.006268 -2.823435 -0.410987 -1.3 1.1 0.2
S -5.567698 -1.159825 -1.107217 -0.5 -1.4 -0.1
O -5.551658 -1.360555 -2.604037 -0.4 0.5 1.0
C -7.358768 -1.290835 -0.513347 0.2 -0.4 -0.7
H -5.380068 -3.662285 -0.998097 0.5 0.3 -0.7
H -5.598778 -2.957395 0.494043 0.6 0.3 0.6
H -3.930318 -2.753125 -0.251347 -0.3 -0.4 0.1
H -7.729238 -2.148665 -1.074587 -0.1 -0.1 0.1
H -7.991438 -0.441725 -0.771877 0.5 0.3 -0.4
H -7.531828 -1.447505 0.551363 0.7 -0.1 0.1
C 1.700652 -0.073905 0.685903 -0.8 1.4 0.8
S 0.528352 -0.904585 -0.410427 1.4 -1.7 0.8
O 1.018632 -2.342815 -0.370747 -0.5 0.6 -0.5
C -0.990158 -0.902785 0.604483 1.1 0.6 -0.9
H 2.767302 -0.083125 0.461673 -0.2 -0.5 -0.9
H 1.634542 -0.330085 1.743303 -0.4 -0.7 -0.1
H 1.356762 0.960405 0.679583 0.1 0.3 -0.1
H -1.679208 -1.457695 -0.032227 -0.1 -0.2 0.4
H -1.270538 0.150535 0.603033 -0.2 0.0 0.5
H -0.792238 -1.357525 1.575123 -0.2 0.1 -0.1
C -4.784598 -3.533315 3.987183 1.2 0.2 -0.2
S -2.993488 -3.496115 3.457593 -0.7 -0.1 0.1
O -2.928588 -3.103465 1.988873 -0.1 0.3 1.7
C -2.541898 -2.087635 4.618273 0.0 -0.7 -1.3
H -5.319378 -4.200635 3.311313 0.0 0.2 0.1
H -5.167698 -2.513315 4.017853 -0.2 -0.1 -0.3
H -4.774918 -3.916785 5.007453 0.0 -0.2 -0.1
H -1.454828 -2.042775 4.552313 -0.1 0.3 -0.1
H -2.803848 -2.311465 5.652383 -0.2 -0.2 -0.2
H -3.060188 -1.211395 4.228793 0.3 0.1 0.2
C 2.514692 4.023655 4.276483 -0.3 -0.3 -0.4
S 1.645672 2.393775 4.188243 -0.7 0.9 -0.7
O 0.832962 2.396915 2.892313 1.2 -0.1 1.1
C 3.164322 1.420795 3.954993 -0.6 0.4 0.1
H 3.059422 4.046615 5.220333 0.4 -0.1 -0.3
H 1.889532 4.916025 4.245693 -0.7 -0.5 0.2
H 3.094262 4.108765 3.357273 0.6 -0.2 0.3
H 3.554312 1.682475 2.971363 0.2 -0.3 0.0
H 2.911082 0.367845 4.078543 0.1 0.0 -0.4
H 3.846992 1.694605 4.759413 0.1 0.1 -0.1
C 3.418842 3.119305 -0.128287 0.4 -1.2 -0.8
S 4.982562 2.058595 -0.118697 0.5 1.1 0.6
O 4.824022 0.708965 -0.779707 -0.2 1.7 0.0
C 5.928362 3.300125 -1.168837 -0.3 -0.5 -0.1
H 2.971852 2.997815 -1.114967 -0.2 -0.1 0.0
H 3.614912 4.185155 -0.011627 0.4 -0.2 0.4
H 2.763222 2.711935 0.641343 0.0 0.2 0.0
H 7.015522 3.221475 -1.168347 -0.1 -0.8 0.1
H 5.767732 4.306395 -0.781887 -0.5 -0.1 0.0
H 5.549572 3.181635 -2.184007 0.0 0.2 0.0
C -1.592778 3.780675 0.872433 0.6 0.6 -1.1
S -0.471718 4.340935 -0.522997 -1.0 1.2 -0.2
O -1.310558 5.139245 -1.543937 1.2 -1.3 2.0
C 0.543662 5.562365 0.418973 0.1 -0.4 -0.4
H -1.056538 3.390945 1.737683 0.3 0.1 -0.2
H -2.150028 2.975285 0.393963 -0.3 0.2 0.2
H -2.187558 4.656165 1.132933 -0.3 -0.3 0.0
H 1.127842 5.059695 1.189783 -0.1 -0.3 0.0
H 0.018482 6.399235 0.879333 -0.4 -0.2 -0.3
H 1.240572 5.917345 -0.340247 0.0 0.2 0.0
C 2.779982 1.086035 -3.376487 -0.1 0.5 -0.2
C 2.206882 0.522625 -4.681627 -0.9 -0.4 1.2
O 0.844212 0.046925 -4.400287 -1.3 0.3 -0.5
P -0.459048 0.950495 -4.776217 1.1 0.6 0.9
O -0.229498 2.371585 -4.327267 -1.1 -2.3 -1.4
O -0.682618 0.708875 -6.400667 0.4 2.4 3.6
C -1.021068 -0.565005 -6.844797 0.6 -0.7 -1.2
C 0.227932 -1.177705 -7.510317 -0.6 -0.9 -0.3
O -1.606278 0.062925 -3.998557 0.5 1.3 -1.1
C -2.903658 0.633835 -3.576787 0.0 -0.5 0.3
C -2.777588 1.173535 -2.149177 0.3 0.5 -0.9
H 3.022162 0.366655 -2.594217 -0.2 -0.2 -0.3
H 3.675912 1.683225 -3.546117 0.2 -0.2 -0.3
H 2.060192 1.797585 -2.971867 -0.2 -0.1 0.0
H 2.175952 1.286475 -5.458597 0.1 -0.2 -0.1
H 2.674042 -0.415205 -4.982187 0.4 0.4 -0.3
H -1.425918 -1.174395 -6.036807 0.2 -0.2 -0.1
H -1.833458 -0.359845 -7.541957 0.1 -0.5 -0.3
H 0.876002 -1.701045 -6.807297 -0.2 0.0 0.2
H -0.115038 -1.895715 -8.255247 0.0 -0.4 0.1
H 0.879572 -0.520225 -8.085807 -0.4 0.6 0.3
H -3.322248 1.363495 -4.269957 0.7 0.4 -0.1
H -3.659458 -0.149365 -3.635667 0.5 -0.5 0.2
H -2.417478 2.197675 -2.246997 -0.1 0.2 0.4
H -3.739228 1.142595 -1.636937 0.0 0.0 0.0
H -2.013678 0.634055 -1.589257 -0.2 -0.3 0.0
C -4.795448 4.803105 -0.986587 0.4 0.6 0.1
C -5.204648 3.490625 -0.387967 0.3 0.4 -1.1
O -5.954978 3.825135 0.760683 -1.1 -0.4 2.2
P -5.222608 3.995425 2.174393 -1.4 -1.3 1.0
O -4.443048 5.207305 2.358013 0.3 0.1 0.0
O -6.404798 3.731795 3.317393 0.4 0.0 -2.8
C -6.183508 3.565285 4.702733 1.6 0.9 0.8
C -5.622168 4.882075 5.277373 -0.6 -0.1 0.6
O -4.374218 2.646985 2.252983 0.4 0.2 0.1
C -5.037508 1.383105 2.190973 1.5 -1.7 0.0
C -3.944108 0.246185 1.950593 -1.0 1.0 0.0
H -4.074828 5.248275 -0.300567 0.7 -0.1 -0.5
H -4.459658 4.686275 -2.016977 0.4 0.3 0.2
H -5.568148 5.568535 -0.914827 -0.6 -0.5 -0.4
H -5.789898 2.906765 -1.098377 -0.6 0.0 0.3
H -4.341698 2.862605 -0.166587 0.1 0.1 0.3
H -7.109648 3.265875 5.193363 -0.2 0.3 -0.4
H -5.481248 2.757325 4.907943 0.2 -0.2 -0.3
H -4.592598 5.140735 5.030003 -0.2 -0.3 -0.6
H -6.309838 5.664165 4.955593 0.3 0.2 0.0
H -5.617368 4.901005 6.367203 -0.3 -0.3 0.2
H -5.505818 1.205665 3.159113 -0.2 0.0 -0.1
H -5.793908 1.351115 1.406793 0.0 0.2 0.0
H -3.154908 0.289495 2.701193 -0.1 0.1 0.0
H -4.394558 -0.746135 1.972763 -0.2 0.0 0.2
H -3.464858 0.288245 0.972513 -0.2 0.4 -0.1
C 7.963762 -0.642245 0.118723 0.3 -0.3 0.1
C 7.674852 -1.063615 1.550633 -0.7 0.3 -0.2
C 7.366082 0.117375 2.407683 0.0 1.4 1.0
O 6.015022 -0.022315 2.873843 0.0 -0.6 -0.1
C 5.503052 -1.155605 2.327033 -2.3 -0.1 -1.1
O 4.329122 -1.497785 2.360733 2.4 0.8 0.6
O 6.421922 -1.767275 1.577713 0.3 -0.8 0.0
H 7.881942 -1.507365 -0.539297 0.2 0.1 -0.1
H 8.949672 -0.185345 0.033213 0.2 -0.3 0.1
H 7.271952 0.134095 -0.208057 -0.3 -0.3 0.1
H 8.452582 -1.591425 2.102593 0.0 -0.8 -0.8
H 7.433362 1.037225 1.826783 0.0 0.2 0.3
H 8.029862 0.131385 3.272153 -0.1 0.4 0.0
C 4.292912 -2.024055 -2.292417 -0.5 -0.7 -1.2
C 4.819652 -3.449445 -2.081777 0.6 1.4 0.0
C 6.200062 -3.735515 -2.666867 1.2 1.3 0.3
O 6.886762 -4.340395 -1.573557 0.3 -1.8 0.5
C 6.110522 -4.308215 -0.455567 2.3 -2.1 3.3
O 6.366542 -4.841025 0.642453 -0.4 1.6 -3.8
O 5.089002 -3.556745 -0.687357 -2.2 0.5 0.5
H 3.950392 -2.011135 -3.327117 -0.3 0.2 -0.2
H 5.004942 -1.202485 -2.214067 0.4 -0.5 0.3
H 3.437142 -1.782435 -1.662037 0.0 -0.4 0.1
H 4.168972 -4.271335 -2.380437 -0.6 0.3 0.1
H 6.825452 -2.854105 -2.808637 -0.6 0.6 -0.4
H 6.282662 -4.284955 -3.604627 -0.4 -0.5 0.4
C 2.292522 -5.069325 0.766173 -0.3 1.9 -0.4
C 1.940632 -4.111465 1.930103 -0.1 -1.5 -0.2
C 0.542922 -4.135285 2.463583 -1.7 -1.2 -3.1
O 0.658992 -3.963395 3.825313 -0.4 0.7 1.3
C 1.887932 -4.381035 4.187143 1.3 -0.9 2.6
O 2.218832 -4.548885 5.365693 -0.7 0.6 -3.3
O 2.624802 -4.638065 3.084843 0.3 0.6 1.5
H 3.336492 -4.873965 0.521133 0.0 -0.3 0.1
H 1.714722 -4.689915 -0.076617 0.0 -0.1 -0.2
H 2.098522 -6.138625 0.850203 -0.1 0.2 0.7
H 2.161202 -3.057115 1.763353 0.9 -0.2 -0.3
H 0.039522 -5.064185 2.195543 0.3 -0.9 0.6
H -0.155618 -3.509255 1.908393 0.3 1.2 0.7
```
Positions in Å, forces in eV/Å.

Its energy relative to the best compared isomer or geometry (same formula, charge and spin) is 246.9 kJ/mol. The orbital gap is 8.10 eV. As for the largest force on an atom: 0.08862 Eh/bohr. As for the total energy: -6777.58911 Eh. The value obtained for the LUMO energy is -0.1 eV. The HOMO energy is -8.202 eV.

These are the Mulliken partial charges, in e, on atoms 1 to 4:
1. C -0.27
2. S 0.50
3. O -0.72
4. C 0.01